{"formula": "C35H80CdNO15Zn", "method": "the ωB97M-V functional and the def2-TZVPD basis", "elements": ["Zn", "Cd", "C", "C", "C", "C", "C", "C", "N", "O", "C", "C", "C", "H", "H", "H", "H", "H", "H", "H", "H", "H", "H", "H", "H", "H", "H", "H", "H", "H", "H", "C", "C", "C", "O", "C", "C", "C", "O", "O", "O", "H", "H", "C", "C", "O", "H", "H", "H", "H", "H", "H", "C", "C", "O", "H", "H", "H", "H", "H", "H", "C", "C", "O", "H", "H", "H", "H", "H", "H", "C", "C", "O", "H", "H", "H", "H", "H", "H", "C", "C", "O", "H", "H", "H", "H", "H", "H", "C", "C", "O", "H", "H", "H", "H", "H", "H", "C", "C", "O", "H", "H", "H", "H", "H", "H", "C", "C", "O", "H", "H", "H", "H", "H", "H", "C", "C", "O", "H", "H", "H", "H", "H", "H", "C", "C", "O", "H", "H", "H", "H", "H", "H"], "xyz": [[-0.244, 1.066, 1.946], [-0.777, -1.372, -5.616], [-2.111, -2.239, 3.975], [-2.863, -0.884, 4.134], [-4.066, -1.135, 5.128], [-3.789, -1.250, 6.608], [-3.003, 0.037, 7.049], [-1.728, 0.324, 6.224], [-2.065, 0.246, 4.754], [-1.137, 0.770, 3.837], [-0.731, -0.810, 6.727], [-1.242, 1.690, 6.697], [-3.509, -0.532, 2.818], [-1.194, -2.104, 3.402], [-2.605, -3.073, 3.476], [-1.797, -2.542, 4.974], [-4.608, -2.060, 4.930], [-4.875, -0.426, 4.955], [-3.262, -2.180, 6.824], [-4.792, -1.327, 7.026], [-2.700, -0.040, 8.094], [-3.643, 0.903, 6.882], [-1.174, -1.777, 6.962], [-0.408, -0.507, 7.723], [0.145, -0.917, 6.087], [-1.250, 1.757, 7.785], [-1.863, 2.433, 6.196], [-0.211, 1.858, 6.386], [-4.189, -1.322, 2.498], [-2.716, -0.462, 2.073], [-4.232, 0.267, 2.980], [-1.024, -1.306, -1.363], [-0.616, -1.149, -2.644], [0.133, 0.039, -3.087], [0.351, 0.316, -4.363], [0.560, 0.921, -2.163], [0.257, 0.811, -0.760], [-0.603, -0.387, -0.291], [-0.607, -0.577, 0.922], [0.645, 1.536, 0.169], [-1.015, -2.061, -3.510], [-1.601, -2.175, -1.083], [1.204, 1.757, -2.388], [5.644, 0.285, 1.348], [4.835, 1.113, 0.440], [3.577, 1.386, 0.969], [5.783, 0.848, 2.270], [6.594, 0.043, 0.872], [5.150, -0.661, 1.571], [4.634, 0.630, -0.516], [5.274, 2.016, 0.017], [3.001, 1.759, 0.297], [1.413, 4.519, 3.851], [1.504, 3.523, 2.663], [0.172, 3.032, 2.293], [0.745, 4.080, 4.593], [1.032, 5.477, 3.498], [2.439, 4.588, 4.213], [2.037, 2.636, 3.006], [2.034, 4.054, 1.872], [-0.244, 3.656, 1.694], [-1.160, -5.049, 1.646], [-0.481, -4.795, 0.256], [0.424, -5.861, 0.001], [-1.997, -4.351, 1.658], [-0.599, -4.764, 2.536], [-1.581, -6.036, 1.832], [-0.100, -3.774, 0.217], [-1.214, -4.688, -0.544], [1.135, -5.831, 0.646], [0.604, 5.000, -0.804], [-0.336, 5.892, -0.045], [-0.710, 5.281, 1.110], [1.651, 5.053, -0.503], [0.547, 5.250, -1.863], [0.220, 3.980, -0.812], [-1.253, 5.993, -0.625], [0.122, 6.868, 0.119], [-0.888, 5.975, 1.749], [4.086, 2.598, -3.812], [3.452, 3.929, -3.376], [4.446, 4.912, -3.439], [3.382, 2.002, -4.393], [4.225, 1.967, -2.934], [5.029, 2.676, -4.354], [2.938, 3.925, -2.415], [2.585, 4.018, -4.032], [4.900, 4.762, -2.607], [-2.110, -5.397, -6.851], [-2.013, -4.210, -5.865], [-1.676, -2.987, -6.578], [-1.511, -5.280, -7.754], [-3.123, -5.600, -7.198], [-1.653, -6.305, -6.457], [-1.211, -4.393, -5.150], [-3.022, -4.108, -5.466], [-2.381, -2.969, -7.229], [3.028, -0.474, 4.297], [2.127, -0.924, 3.147], [1.715, 0.191, 2.401], [3.233, -1.410, 4.817], [2.390, 0.116, 4.956], [3.924, 0.095, 4.049], [1.189, -1.304, 3.551], [2.593, -1.743, 2.599], [2.548, 0.461, 2.008], [3.274, -1.528, -5.481], [2.184, -2.328, -4.796], [1.134, -2.581, -5.749], [3.670, -2.225, -6.220], [4.138, -1.413, -4.827], [2.823, -0.648, -5.940], [1.907, -1.957, -3.809], [2.633, -3.302, -4.605], [1.441, -3.280, -6.332], [0.661, 5.625, -5.595], [-0.117, 4.532, -4.855], [0.264, 3.313, -5.475], [0.290, 5.726, -6.615], [1.711, 5.340, -5.534], [0.467, 6.618, -5.188], [-1.200, 4.656, -4.889], [0.152, 4.512, -3.799], [-0.185, 2.566, -5.073], [-3.718, -4.530, -1.952], [-4.882, -4.287, -2.967], [-5.596, -3.173, -2.313], [-3.103, -5.300, -2.417], [-4.137, -4.873, -1.006], [-3.000, -3.713, -1.886], [-5.449, -5.196, -3.163], [-4.459, -3.905, -3.896], [-5.044, -2.440, -2.030]], "atomic_forces_ev_per_a": [[-0.2, -0.2, 3.6], [1.3, 1.2, 2.2], [1.0, 0.7, 0.5], [-0.9, -0.9, 2.6], [-0.2, -0.6, -0.6], [0.7, 1.6, -0.3], [-0.8, -0.9, -0.7], [0.1, -2.8, -0.1], [-1.6, -0.1, -1.0], [1.7, 0.3, -0.6], [0.1, 1.0, 0.2], [0.5, -0.2, -1.3], [-0.1, 0.0, 0.1], [0.2, 0.3, -0.1], [-0.6, 0.3, 0.2], [0.0, -0.3, -0.1], [0.3, -0.5, -0.8], [0.3, 0.7, 0.1], [0.1, 0.1, 0.1], [0.2, 0.1, 0.7], [-0.1, 0.2, 0.1], [-0.3, 0.0, 0.3], [-0.2, 0.0, -0.7], [0.4, 0.3, 0.0], [0.0, -0.1, -0.1], [-0.3, 0.0, -0.1], [0.0, 0.2, 0.3], [0.1, 0.1, -0.1], [0.3, -0.6, 0.1], [-0.5, 0.7, -0.3], [0.7, 0.8, -0.5], [0.3, 1.0, 2.9], [-2.0, -2.2, -1.0], [0.5, 1.4, -2.6], [-1.3, -2.0, 0.7], [0.9, 1.3, 2.8], [-0.4, -0.6, -0.8], [1.0, -1.5, -2.5], [-1.3, -0.6, -0.4], [0.3, 0.4, -1.4], [0.8, 1.5, -0.3], [0.0, 0.0, -0.1], [-0.1, 0.1, -0.5], [0.4, 0.0, 0.4], [-0.4, 0.1, -2.9], [-0.8, 0.5, 1.2], [0.3, -0.2, 0.1], [0.1, 0.1, 0.2], [-0.1, 0.0, 0.0], [0.3, -1.0, -0.2], [0.7, 0.5, 0.9], [-0.2, 0.1, 0.0], [-0.1, -1.2, -1.1], [-0.8, 0.4, 1.4], [1.0, -0.1, 0.4], [0.1, 0.2, 0.2], [0.1, 0.1, 0.2], [-0.1, 0.4, 0.3], [0.1, 0.1, -0.3], [-0.2, -0.5, -0.5], [-0.2, 0.7, -0.2], [-0.7, 1.2, -0.8], [-0.6, -0.7, 1.8], [0.1, 0.6, -0.9], [-0.3, 0.0, 0.2], [0.6, 0.0, -0.3], [0.3, -0.1, -0.5], [1.0, 0.0, 0.4], [-0.2, -1.1, -0.1], [0.0, 0.1, 0.1], [-0.1, -0.2, -1.1], [0.2, 0.5, -2.3], [-0.3, -0.6, 2.7], [-0.1, -0.1, 0.2], [0.3, 0.4, 0.0], [0.2, -0.2, 0.5], [0.1, 0.5, -0.5], [-0.1, 0.1, 0.0], [-0.3, -0.3, 0.4], [-0.9, -1.1, 1.0], [-0.4, -1.5, -1.1], [-0.5, 0.8, 0.3], [0.0, 0.1, -0.4], [0.6, -0.1, 0.2], [-0.2, 0.4, 0.1], [0.4, -0.4, 0.5], [0.4, 1.2, -0.6], [0.5, 0.5, -0.1], [0.6, 0.0, -0.4], [0.0, -1.7, -0.6], [-1.0, -0.8, -0.8], [0.1, 0.6, -0.1], [0.0, 0.0, 0.3], [-0.4, 0.0, 0.5], [-0.4, 0.3, 0.2], [0.5, 0.3, 0.7], [0.0, 0.6, -0.6], [-1.2, -0.7, 0.2], [-0.6, -0.1, 1.7], [0.1, -0.1, -0.6], [0.6, 0.2, 0.3], [0.2, 0.2, 0.1], [0.0, -0.3, -0.2], [0.1, -0.3, 0.3], [0.0, 0.2, -0.7], [0.2, 1.1, -0.9], [-0.3, -0.9, 0.0], [1.9, -0.9, 0.1], [-0.5, 0.3, 0.5], [0.0, 0.4, -0.6], [-0.3, 0.8, 0.2], [0.6, 0.3, 0.2], [-0.9, 0.3, -0.5], [-0.1, -0.2, 0.4], [-0.1, 0.0, -0.2], [-1.0, -0.2, 0.4], [0.2, 0.3, -0.3], [0.1, -0.2, -0.2], [0.4, -0.5, -0.2], [0.0, 0.4, -0.3], [0.3, -0.1, 0.5], [-0.1, 0.2, -0.2], [0.2, 0.0, 0.2], [0.0, -0.1, 0.2], [-0.2, -1.3, -1.9], [2.1, 2.8, 2.6], [-1.7, -1.4, -1.2], [0.2, -0.6, 0.4], [0.3, 0.2, 0.0], [-0.6, 0.4, 0.2], [-0.6, 0.6, 0.4], [-0.1, -0.2, -0.3], [0.6, -0.4, -0.3]], "max_force_ev_per_a": 4.30, "de_lowest_ev": 5.5036, "molar_mass_g_mol": 932.819, "spin_multiplicity": 1, "charge": 1, "gap_ev": 2.77}